4 unconnected molecules or ions with the total composition C13H27NO8 in a non-equilibrium geometry. Source: OMol25; level of theory: ωB97M-V/def2-TZVPD.

Computed properties:
E_HOMO: -10.10 eV
energy above the lowest of the compared OMol25 structures with the same formula, charge and spin: 26.9 kcal per mole
LUMO energy: -0.28 eV
orbital gap: 9.826 eV
SMILES string: C[N+](=O)[O-].CCOC(C)=O.CCOC(C)=O.CCOC(C)=O

```
49
Properties=species:S:1:pos:R:3:forces:R:3
C -14.779 2.390 -16.777 -0.514 0.062 -1.070
N -14.989 0.974 -16.349 -0.684 -0.688 1.089
O -13.979 0.417 -15.908 -1.860 0.056 -0.616
O -16.162 0.498 -16.427 3.399 1.086 0.249
H -15.549 2.520 -17.536 0.214 0.492 0.086
H -13.774 2.515 -17.181 -0.136 -0.401 -0.052
H -14.866 3.129 -15.980 -0.320 -0.593 0.322
C -15.171 2.382 -20.666 -0.182 1.278 0.381
C -16.100 3.649 -20.516 0.507 -1.579 -1.205
O -15.913 4.456 -19.377 0.103 0.885 0.708
C -15.120 5.563 -19.468 0.984 -0.042 1.267
C -15.124 6.462 -18.260 -1.870 -0.672 1.232
O -14.334 5.797 -20.327 0.146 -0.420 -1.757
H -15.281 1.669 -19.848 -0.346 0.015 -0.030
H -14.110 2.632 -20.695 -0.040 0.240 -0.169
H -15.445 1.912 -21.610 0.030 -0.112 0.086
H -16.033 4.261 -21.415 0.200 0.015 0.022
H -17.114 3.248 -20.480 -0.106 0.298 0.287
H -15.653 7.393 -18.464 0.463 0.168 -0.346
H -14.163 6.624 -17.772 0.107 0.031 -0.693
H -15.769 6.011 -17.506 0.007 -0.145 0.222
C -14.023 -1.221 -11.188 0.895 -0.350 -1.217
C -13.262 -2.232 -12.104 -1.305 0.790 0.184
O -12.516 -1.446 -13.089 -0.099 -0.010 1.740
C -11.811 -2.100 -13.988 0.229 -1.314 -1.305
C -10.911 -1.195 -14.804 0.173 -0.584 -0.004
O -11.917 -3.292 -14.244 0.110 1.333 0.776
H -13.340 -0.469 -10.791 0.131 -0.169 0.147
H -14.508 -1.742 -10.363 -0.124 0.063 -0.183
H -14.716 -0.660 -11.815 -0.314 -0.151 0.254
H -12.670 -2.911 -11.491 0.622 0.227 -0.404
H -13.961 -2.842 -12.675 -0.043 -0.044 0.132
H -10.039 -1.803 -15.045 -0.036 0.089 -0.182
H -10.565 -0.273 -14.337 -0.423 -0.063 0.111
H -11.465 -1.005 -15.723 0.147 0.253 -0.060
C -11.613 2.770 -14.554 -1.764 -1.619 -0.007
C -12.521 2.361 -13.300 2.394 0.398 -0.185
O -13.874 2.588 -13.582 -0.600 1.024 -1.004
C -14.785 2.465 -12.627 -0.871 -1.657 1.765
C -16.209 2.548 -13.205 0.360 0.631 -0.209
O -14.561 2.169 -11.447 -0.141 0.977 -2.586
H -10.528 2.684 -14.494 -0.111 0.464 0.941
H -11.950 3.714 -14.984 0.250 0.177 0.330
H -11.807 2.017 -15.319 -0.355 -0.032 -0.254
H -12.484 1.310 -13.015 0.693 -0.039 -0.126
H -12.180 2.976 -12.466 -0.317 -0.093 0.261
H -16.783 1.661 -12.937 -0.023 0.355 0.496
H -16.322 2.646 -14.285 0.780 -0.316 -0.144
H -16.637 3.501 -12.893 -0.362 -0.315 0.721
```
Positions in Å, forces in eV/Å.

Löwdin charges, unit e, in atom order: number 1, C, carries 0.028; number 2, N, carries -0.380; number 3, O, carries 0.053; number 4, O, carries 0.038; number 5, H, carries 0.079; number 6, H, carries 0.101; number 7, H, carries 0.086; number 8, C, carries -0.049; number 9, C, carries -0.215; number 10, O, carries -0.032; number 11, C, carries -0.530; number 12, C, carries 0.014; number 13, O, carries 0.125; number 14, H, carries 0.057; number 15, H, carries 0.072; number 16, H, carries 0.075; number 17, H, carries 0.118; number 18, H, carries 0.117; number 19, H, carries 0.090; number 20, H, carries 0.091; number 21, H, carries 0.072; number 22, C, carries -0.056; number 23, C, carries -0.173; number 24, O, carries -0.016; number 25, C, carries -0.554; number 26, C, carries 0.021; number 27, O, carries 0.081; number 28, H, carries 0.071; number 29, H, carries 0.076; number 30, H, carries 0.063; number 31, H, carries 0.121; number 32, H, carries 0.118; number 33, H, carries 0.086; number 34, H, carries 0.074; number 35, H, carries 0.084; number 36, C, carries -0.039; number 37, C, carries -0.186; number 38, O, carries -0.035; number 39, C, carries -0.496; number 40, C, carries 0.031; number 41, O, carries 0.074; number 42, H, carries 0.071; number 43, H, carries 0.069; number 44, H, carries 0.040; number 45, H, carries 0.111; number 46, H, carries 0.120; number 47, H, carries 0.093; number 48, H, carries 0.054; number 49, H, carries 0.086

3 unconnected molecules or ions with the total composition C13H27O12PS3. Source: OMol25; level of theory: ωB97M-V/def2-TZVPD.

Computed properties:
E_HOMO: -9.99 eV
LUMO energy: 0.39 eV
orbital gap: 10.382 eV

```
56
Properties=species:S:1:pos:R:3:forces:R:3
C 7.006 2.192 2.192 0.097 -0.098 0.328
C 6.028 1.132 2.625 0.048 0.083 -0.216
O 5.605 1.014 3.737 -0.008 -0.029 0.067
O 5.690 0.256 1.624 -0.004 0.055 0.043
C 4.521 0.584 0.860 -0.258 -0.012 -0.085
C 3.258 0.745 1.711 -0.042 0.118 0.132
C 2.020 0.138 1.056 0.228 -0.239 -0.013
O 0.945 1.110 1.147 -0.057 -0.038 -0.020
S -0.544 0.638 0.797 -0.067 0.138 0.178
O -0.645 -0.785 0.975 0.061 0.015 0.060
O -1.155 1.350 2.215 0.031 -0.115 -0.355
P -2.617 1.981 2.251 0.006 -0.070 0.065
O -2.982 2.658 3.489 0.012 -0.013 0.007
O -3.512 0.738 1.845 0.136 0.167 0.093
O -2.600 2.940 0.969 -0.065 -0.089 0.123
H 6.521 2.906 1.526 -0.003 -0.065 -0.095
H 7.372 2.712 3.073 -0.036 0.093 -0.012
H 7.845 1.728 1.675 -0.061 0.010 -0.136
H 4.400 -0.217 0.138 0.164 -0.093 0.192
H 4.697 1.490 0.271 0.108 0.026 0.041
H 3.065 1.800 1.908 -0.008 0.008 0.000
H 3.421 0.284 2.683 0.049 -0.038 0.004
H 2.196 -0.108 0.010 -0.048 0.145 -0.043
H 1.727 -0.775 1.566 -0.120 0.018 0.013
H -4.416 0.832 2.183 -0.335 -0.146 -0.163
H -3.169 3.698 1.146 0.034 0.113 -0.086
C 3.877 0.745 -5.034 0.027 -0.043 0.029
C 4.331 -0.669 -5.424 -0.023 0.011 0.029
C 4.288 -1.529 -4.155 0.082 -0.014 -0.168
S 3.010 -0.811 -3.113 -0.028 -0.007 -0.030
O 3.629 -0.291 -1.913 -0.060 -0.027 -0.195
O 1.886 -1.701 -3.006 -0.007 0.005 0.053
C 2.620 0.564 -4.191 0.045 0.095 -0.117
H 3.682 1.364 -5.907 0.007 0.001 -0.005
H 4.653 1.235 -4.441 -0.011 0.015 0.006
H 3.650 -1.079 -6.171 -0.018 0.004 0.010
H 5.330 -0.667 -5.857 0.000 -0.007 -0.009
H 4.022 -2.566 -4.345 -0.014 -0.011 0.058
H 5.220 -1.483 -3.595 -0.032 0.033 0.058
H 2.361 1.424 -3.578 -0.018 -0.046 0.062
H 1.765 0.262 -4.796 -0.006 -0.016 0.012
C -6.412 -2.692 1.294 -0.030 0.039 0.062
C -7.754 -2.795 2.033 0.022 0.026 -0.028
C -8.162 -1.375 2.441 -0.041 -0.163 0.062
S -7.426 -0.279 1.217 -0.048 -0.185 -0.114
O -6.441 0.547 1.875 0.155 0.177 0.128
O -8.448 0.330 0.410 0.038 0.086 0.027
C -6.570 -1.551 0.294 0.073 -0.128 -0.011
H -6.151 -3.622 0.792 0.003 -0.004 0.004
H -5.613 -2.457 2.000 0.020 0.001 -0.020
H -8.507 -3.219 1.366 0.002 0.014 -0.015
H -7.685 -3.444 2.905 -0.009 -0.004 0.002
H -9.236 -1.214 2.432 0.005 0.061 -0.002
H -7.753 -1.092 3.409 0.041 0.053 -0.029
H -5.631 -1.143 -0.072 -0.021 0.074 0.015
H -7.212 -1.828 -0.541 -0.017 0.019 0.002
```
Positions in Å, forces in eV/Å.

Löwdin charges, unit e, in atom order: number 1, C, carries 0.019; number 2, C, carries -0.528; number 3, O, carries 0.138; number 4, O, carries -0.035; number 5, C, carries -0.168; number 6, C, carries -0.116; number 7, C, carries -0.193; number 8, O, carries -0.336; number 9, S, carries 0.949; number 10, O, carries -0.369; number 11, O, carries -0.363; number 12, P, carries 0.256; number 13, O, carries -0.232; number 14, O, carries -0.111; number 15, O, carries -0.118; number 16, H, carries 0.087; number 17, H, carries 0.085; number 18, H, carries 0.088; number 19, H, carries 0.094; number 20, H, carries 0.128; number 21, H, carries 0.124; number 22, H, carries 0.118; number 23, H, carries 0.095; number 24, H, carries 0.119; number 25, H, carries 0.048; number 26, H, carries 0.090; number 27, C, carries -0.219; number 28, C, carries -0.211; number 29, C, carries -0.214; number 30, S, carries 0.677; number 31, O, carries -0.332; number 32, O, carries -0.310; number 33, C, carries -0.226; number 34, H, carries 0.116; number 35, H, carries 0.119; number 36, H, carries 0.117; number 37, H, carries 0.114; number 38, H, carries 0.103; number 39, H, carries 0.105; number 40, H, carries 0.109; number 41, H, carries 0.110; number 42, C, carries -0.215; number 43, C, carries -0.212; number 44, C, carries -0.214; number 45, S, carries 0.680; number 46, O, carries -0.327; number 47, O, carries -0.312; number 48, C, carries -0.223; number 49, H, carries 0.117; number 50, H, carries 0.121; number 51, H, carries 0.117; number 52, H, carries 0.114; number 53, H, carries 0.102; number 54, H, carries 0.106; number 55, H, carries 0.109; number 56, H, carries 0.109

A molecular structure, C13H27OPdS4Si. Source: OMol25; level of theory: ωB97M-V/def2-TZVPD.

Computed properties:
E_HOMO (alpha / beta): -11.50 / -11.65 eV
LUMO energy (alpha / beta): -2.11 / -5.02 eV
orbital gap (alpha / beta): 9.387 / 6.622 eV
spin multiplicity: 3
net charge: +1

```
47
Properties=species:S:1:pos:R:3:forces:R:3
Pd 0.940 -0.454 0.170 -0.333 0.105 0.131
C 3.990 0.968 0.301 0.004 -0.224 0.202
C 4.348 -0.461 -0.123 -0.095 0.064 -0.001
S 2.966 -1.634 -0.373 -0.182 0.011 0.032
C 3.038 -2.734 1.069 0.076 0.032 -0.077
C 2.825 -2.053 2.402 -0.078 -0.045 0.132
S 1.181 -1.263 2.517 0.191 0.245 -0.365
C 1.593 0.302 3.364 -0.029 -0.050 -0.087
C 2.163 1.428 2.503 0.119 -0.213 0.076
S 3.929 1.247 2.099 0.044 0.081 -0.053
H 3.062 1.313 -0.153 -0.065 0.037 -0.090
H 4.778 1.627 -0.057 0.046 0.017 -0.037
H 5.034 -0.923 0.586 0.040 0.001 -0.018
H 4.839 -0.440 -1.096 0.036 0.019 -0.014
H 4.006 -3.237 1.054 -0.017 -0.010 -0.014
H 2.270 -3.479 0.861 -0.003 -0.037 0.014
H 3.569 -1.280 2.570 0.060 0.002 0.017
H 2.893 -2.789 3.203 -0.014 -0.013 0.001
H 2.276 0.040 4.172 -0.029 0.057 0.072
H 0.653 0.619 3.813 -0.031 -0.006 0.012
H 2.060 2.367 3.046 0.034 -0.009 0.076
H 1.613 1.546 1.573 -0.160 0.066 -0.117
C -0.470 1.795 -3.279 0.002 -0.097 -0.085
S -0.516 2.123 -1.532 -0.380 -0.208 0.105
C -0.159 3.865 -1.593 0.131 0.054 0.015
O 0.755 1.497 -0.977 0.349 0.044 0.084
H -1.320 2.294 -3.748 0.043 -0.024 -0.001
H -0.560 0.716 -3.399 -0.018 0.041 -0.008
H 0.475 2.154 -3.686 -0.028 -0.029 -0.023
H -1.001 4.378 -2.059 0.047 -0.030 0.021
H 0.761 4.019 -2.155 -0.021 0.066 0.029
H -0.043 4.202 -0.564 -0.011 0.044 -0.030
C -4.593 -2.296 0.649 -0.077 -0.088 0.118
Si -3.940 -1.191 -0.690 0.118 0.006 0.080
C -4.531 0.561 -0.482 -0.081 0.168 0.039
C -4.369 -1.837 -2.375 -0.048 -0.078 -0.171
C -2.097 -1.146 -0.522 0.266 -0.060 -0.086
C -0.882 -1.115 -0.382 0.072 0.068 0.055
H -5.686 -2.337 0.631 0.069 -0.005 0.007
H -4.280 -1.936 1.633 -0.035 -0.042 -0.042
H -4.212 -3.313 0.523 -0.033 0.046 0.034
H -5.624 0.609 -0.496 0.084 0.015 -0.007
H -4.154 1.194 -1.291 -0.034 -0.013 0.064
H -4.185 0.977 0.469 -0.039 -0.009 -0.074
H -5.456 -1.877 -2.492 0.073 -0.007 -0.026
H -3.975 -2.846 -2.522 -0.030 0.064 -0.013
H -3.966 -1.194 -3.161 -0.031 -0.054 0.026
```
Positions in Å, forces in eV/Å.

Löwdin charges, unit e, in atom order: number 1, Pd, carries 0.597; number 2, C, carries -0.514; number 3, C, carries -0.466; number 4, S, carries 0.895; number 5, C, carries -0.495; number 6, C, carries -0.491; number 7, S, carries 0.907; number 8, C, carries -0.487; number 9, C, carries -0.521; number 10, S, carries 0.906; number 11, H, carries 0.040; number 12, H, carries 0.076; number 13, H, carries 0.084; number 14, H, carries 0.079; number 15, H, carries 0.096; number 16, H, carries 0.087; number 17, H, carries 0.030; number 18, H, carries 0.093; number 19, H, carries 0.085; number 20, H, carries 0.083; number 21, H, carries 0.080; number 22, H, carries 0.034; number 23, C, carries -0.237; number 24, S, carries 0.865; number 25, C, carries -0.243; number 26, O, carries -0.659; number 27, H, carries 0.070; number 28, H, carries 0.060; number 29, H, carries 0.067; number 30, H, carries 0.070; number 31, H, carries 0.067; number 32, H, carries 0.060; number 33, C, carries -0.186; number 34, Si, carries 0.391; number 35, C, carries -0.188; number 36, C, carries -0.186; number 37, C, carries -0.223; number 38, C, carries -0.235; number 39, H, carries 0.038; number 40, H, carries 0.034; number 41, H, carries 0.036; number 42, H, carries 0.038; number 43, H, carries 0.023; number 44, H, carries 0.034; number 45, H, carries 0.039; number 46, H, carries 0.037; number 47, H, carries 0.030